No. 1
DFT (wB97M-V/def2-TZVPD) results for one molecule with the formula C22H29N3O3.

Structure (XYZ):
```
57
Properties=species:S:1:pos:R:3:forces:R:3:nbo_charge:R:1
C -1.554311 5.037671 1.426141 0.1 -0.2 -0.2 -0.595
H -2.474971 5.494758 1.070665 -0.1 0.1 0.0 0.210
H -1.804632 4.338218 2.221219 0.0 -0.1 0.1 0.205
H -0.924120 5.819496 1.844254 0.1 0.1 0.1 0.209
C -0.833878 4.325994 0.278509 -0.1 0.0 0.2 -0.036
C -0.495347 5.344152 -0.812398 0.0 -0.1 0.1 -0.615
H -1.402627 5.815653 -1.183580 -0.1 0.1 -0.1 0.212
H 0.157782 6.119685 -0.417870 0.1 0.1 0.0 0.211
H 0.007537 4.864924 -1.649070 0.1 0.0 -0.1 0.217
C -1.729230 3.222806 -0.285941 -0.1 0.1 -0.1 -0.505
C -1.061414 2.375761 -1.349494 0.0 0.0 0.1 0.591
O -1.725479 1.807808 -2.200173 -0.2 -0.1 -0.1 -0.602
C 0.389377 2.247200 -1.281444 0.2 -0.1 0.0 -0.475
C 1.178557 2.869395 -0.245736 -0.3 -0.1 0.0 0.582
O 2.402460 2.742104 -0.174272 0.3 0.1 0.1 -0.644
H 2.832573 1.704314 -1.598431 -0.1 0.0 -0.2 0.441
C 0.443366 3.668707 0.804447 0.0 0.2 0.0 -0.492
H 0.191708 2.979167 1.617476 0.0 0.0 0.0 0.226
H 1.132348 4.411729 1.212026 0.0 0.0 0.0 0.231
C 0.988066 1.422655 -2.222331 0.0 0.2 -0.1 0.253
N 2.296613 1.257308 -2.351592 0.1 0.3 0.2 -0.554
C 2.805164 0.054685 -2.939477 0.0 -0.5 0.1 -0.221
H 3.868381 0.163126 -3.155733 -0.1 0.0 -0.1 0.212
H 2.263647 -0.144399 -3.867585 0.1 0.0 0.0 0.198
C 2.563432 -1.111205 -1.943786 0.0 0.3 -0.3 -0.229
N 1.178023 -1.072947 -1.537272 0.0 -0.1 0.0 -0.461
C 0.903298 -1.072985 -0.118743 0.1 -0.3 0.3 -0.222
H -0.108978 -0.678851 0.016903 0.0 0.0 0.1 0.203
C 0.978007 -2.486140 0.484362 0.1 0.5 0.2 -0.227
N 0.086133 -3.358248 -0.241062 0.2 0.1 -0.2 -0.442
C -0.944460 -4.065964 0.279977 0.0 -0.1 0.1 0.673
O -1.620624 -4.819667 -0.395178 -0.2 -0.2 0.0 -0.614
C -1.210147 -3.871688 1.741093 -0.3 -0.1 0.2 -0.134
C -0.966073 -4.911082 2.629493 0.0 0.1 -0.1 -0.190
C -1.272577 -4.763690 3.970909 0.0 0.0 0.0 -0.203
C -1.837446 -3.585392 4.429156 0.0 0.0 0.1 -0.208
C -2.099524 -2.553620 3.543172 0.0 0.1 0.0 -0.223
C -1.787123 -2.693573 2.202590 0.1 -0.1 -0.1 -0.158
H -2.001112 -1.893783 1.507858 0.0 0.1 -0.1 0.209
H -2.550784 -1.638213 3.896812 0.0 0.1 0.0 0.215
H -2.080817 -3.473450 5.475353 0.0 0.0 0.1 0.215
H -1.076021 -5.572683 4.658753 0.0 -0.1 0.1 0.216
H -0.537878 -5.832026 2.262593 0.0 -0.1 0.0 0.222
C 0.350679 -3.401961 -1.664083 -0.2 0.0 -0.4 -0.247
C 0.288088 -1.978946 -2.236798 0.0 -0.3 0.1 -0.224
H -0.729798 -1.592388 -2.131633 0.0 -0.1 -0.1 0.215
H 0.544782 -1.990967 -3.296839 0.0 0.0 -0.1 0.204
H 1.343948 -3.837165 -1.833179 -0.1 0.0 0.0 0.184
H -0.403054 -4.043369 -2.122753 0.2 0.0 0.0 0.256
H 2.003294 -2.869598 0.385966 0.0 0.0 0.1 0.186
H 0.712053 -2.469961 1.540930 0.1 0.0 -0.1 0.233
H 1.600753 -0.404330 0.388624 0.0 0.0 0.0 0.213
H 3.209857 -0.961673 -1.076075 0.0 -0.1 0.0 0.202
H 2.842525 -2.055193 -2.424202 0.0 0.0 0.1 0.194
H 0.341745 0.937286 -2.943602 0.0 0.0 0.0 0.226
H -2.025332 2.543373 0.520475 0.0 0.0 0.0 0.226
H -2.646439 3.637182 -0.709423 0.0 -0.1 0.0 0.234
```
Positions in Å, forces in eV/Å.

Its spin multiplicity is 1. The maximum force is 0.51 eV Å⁻¹. Its electronic energy is -33898.451 eV. The calculation puts the highest occupied orbital energy at -8.31 eV. For the energy above the lowest of the compared OMol25 structures with the same formula, charge and spin, the calculation gives 17.79 kcal per mole. Its LUMO energy is 0.519 eV.

---

No. 2
DFT (wB97M-V/def2-TZVPD) results for one molecule with the formula C22H29N3O4.

Structure (XYZ):
```
58
Properties=species:S:1:pos:R:3:forces:R:3:nbo_charge:R:1
C 3.729529 3.296335 -2.491019 -0.1 -0.2 0.4 -0.637
C 2.998955 3.056905 -1.173019 0.0 0.3 -0.2 -0.064
H 3.351895 3.761847 -0.416562 -0.1 0.0 -0.1 0.191
H 1.918097 3.192517 -1.303898 0.1 0.0 0.1 0.174
O 3.262819 1.778707 -0.614546 -0.1 -0.2 0.0 -0.542
C 2.540302 0.719856 -1.153570 0.6 -0.3 -0.5 0.398
C 3.081650 -0.587595 -0.557100 -0.3 0.2 0.0 -0.245
C 2.403634 -1.792725 -1.231142 0.2 0.1 -0.1 -0.402
C 3.369368 -2.929044 -1.565022 0.0 0.0 0.3 -0.415
C 3.978382 -3.603550 -0.334136 -0.3 0.2 -0.2 -0.059
O 4.863704 -4.642341 -0.678028 0.3 -0.4 -0.2 -0.713
H 4.390842 -5.293445 -1.208691 0.0 0.1 0.1 0.462
H 4.581951 -2.894304 0.235112 -0.1 0.0 0.1 0.175
H 3.175261 -3.983605 0.315715 0.1 0.1 0.0 0.154
H 4.179644 -2.551529 -2.192433 0.0 0.0 -0.1 0.204
H 2.828856 -3.685905 -2.142159 0.0 0.0 0.0 0.198
H 1.603924 -2.168484 -0.589040 -0.1 0.0 0.0 0.209
H 1.935550 -1.466702 -2.163147 -0.1 0.0 0.0 0.212
H 4.153196 -0.600697 -0.769952 0.0 0.0 0.0 0.223
C 2.858292 -0.581897 0.967460 0.2 0.2 -0.1 -0.252
C 1.495531 -0.044828 1.261309 -0.2 0.0 -0.2 -0.196
C 0.752581 0.600873 0.362251 0.5 -0.4 0.3 0.181
O 1.151142 0.866199 -0.928075 -0.4 0.0 0.3 -0.539
C -0.609722 1.091793 0.698553 0.0 0.2 -0.2 0.642
O -1.110286 0.921833 1.801016 -0.1 0.0 0.2 -0.661
N -1.226871 1.747958 -0.303090 0.1 0.1 -0.3 -0.589
H -0.791783 1.734712 -1.211905 0.0 0.0 0.1 0.422
C -2.563928 2.294646 -0.165107 0.0 -0.1 0.3 -0.267
C -3.609065 1.227100 -0.168167 -0.1 0.1 0.0 0.370
N -4.506052 1.044029 -1.093120 0.2 0.5 -0.3 -0.462
C -5.241889 -0.038635 -0.678070 0.2 -0.4 0.7 0.064
C -6.329050 -0.671217 -1.270413 0.1 0.0 0.1 -0.199
C -6.873803 -1.754737 -0.614612 -0.2 0.0 -0.2 -0.233
C -6.361742 -2.211823 0.602088 0.0 -0.1 0.1 -0.214
C -5.284114 -1.599895 1.209265 0.1 -0.1 0.1 -0.261
C -4.731089 -0.509160 0.557673 -0.5 0.0 -0.5 0.167
N -3.691428 0.328893 0.856043 0.1 0.1 0.1 -0.561
H -3.042874 0.296764 1.632344 0.0 0.0 -0.1 0.452
H -4.888073 -1.951703 2.150058 0.0 -0.1 0.1 0.214
H -6.823151 -3.064843 1.077588 0.0 -0.1 0.0 0.211
H -7.720041 -2.267599 -1.047830 -0.1 0.0 0.0 0.211
H -6.723967 -0.316702 -2.208933 0.0 0.0 -0.1 0.221
H -2.754846 2.984768 -0.985473 0.0 -0.1 0.1 0.238
H -2.607714 2.829437 0.790848 0.0 0.0 -0.2 0.227
H 1.079565 -0.183854 2.246115 -0.2 0.1 0.1 0.242
C 3.952304 0.168696 1.719799 -0.1 0.0 0.1 -0.203
C 3.880550 0.321492 3.210075 0.1 -0.1 0.2 -0.430
C 3.728356 1.519477 2.324951 0.1 0.0 -0.1 -0.410
H 4.532889 2.236688 2.279358 0.1 0.0 0.0 0.215
H 2.747998 1.959232 2.232076 -0.1 0.0 0.0 0.220
H 3.005444 -0.047086 3.722223 -0.2 0.0 0.0 0.208
H 4.790833 0.211257 3.780127 0.1 0.0 0.0 0.215
H 4.935724 -0.018091 1.305404 0.1 0.0 0.0 0.214
H 2.890955 -1.622628 1.315266 0.0 0.0 -0.1 0.224
H 2.623589 0.700900 -2.253649 0.0 0.0 0.3 0.162
H 3.575432 4.323660 -2.808845 0.0 0.1 -0.1 0.217
H 3.361166 2.634402 -3.271241 0.0 0.0 -0.1 0.203
H 4.794025 3.121121 -2.359443 0.1 0.0 0.0 0.214
```
Positions in Å, forces in eV/Å.

Its spin multiplicity is 1. The maximum force is 0.84 eV Å⁻¹. Its electronic energy is -35944.948 eV. The calculation puts the highest occupied orbital energy at -8.36 eV. For the energy above the lowest of the compared OMol25 structures with the same formula, charge and spin, the calculation gives 24.10 kcal per mole. Its LUMO energy is 0.545 eV.

---

No. 3
DFT (wB97M-V/def2-TZVPD) results for one molecule with the formula C22H29N3O4.

Structure (XYZ):
```
58
Properties=species:S:1:pos:R:3:forces:R:3:nbo_charge:R:1
C 5.676819 -4.588852 1.110227 0.1 0.0 0.2 -0.251
H 6.638724 -5.099197 1.096433 -0.1 0.0 0.1 0.199
O 5.196651 -4.644507 -0.209688 -0.2 0.0 -0.3 -0.493
C 3.997974 -4.056779 -0.489743 -0.1 0.0 -0.1 0.298
C 3.183554 -3.418967 0.435498 0.4 -0.2 0.2 -0.321
C 1.981741 -2.855123 0.035387 -0.1 -0.1 -0.2 -0.133
C 1.561080 -2.909975 -1.282774 -0.1 -0.1 0.0 -0.073
C 2.383230 -3.561269 -2.200788 0.1 0.0 0.1 -0.179
C 3.579466 -4.124855 -1.819107 0.2 -0.1 0.1 -0.249
H 4.214202 -4.626498 -2.532316 0.1 -0.1 -0.1 0.223
H 2.075864 -3.627352 -3.234649 0.0 0.0 -0.1 0.208
C 0.280768 -2.283435 -1.784701 -0.1 0.1 0.0 -0.208
C 0.585676 -0.990946 -2.551761 0.1 0.0 -0.2 -0.505
C 1.157450 0.084242 -1.658512 -0.3 -0.3 -0.1 0.602
O 2.001202 0.867842 -2.049200 0.1 0.1 0.0 -0.582
C 0.574173 0.156198 -0.320547 0.0 0.0 0.2 -0.419
C -0.323531 -0.780236 0.131089 0.1 0.2 -0.2 0.552
O -0.892004 -0.685840 1.313921 -0.1 -0.2 -0.1 -0.671
H -0.556806 0.177948 1.733868 0.1 0.1 0.0 0.515
C -0.737323 -1.951092 -0.696620 0.0 -0.1 0.0 -0.488
H -1.675691 -1.663762 -1.182639 0.0 0.0 0.1 0.267
H -0.940444 -2.805117 -0.047724 0.0 0.0 0.1 0.232
C 0.880320 1.310352 0.479532 0.2 0.1 0.0 0.169
N 0.423209 1.458861 1.660362 0.0 -0.4 0.1 -0.506
C 0.580150 2.704239 2.346492 -0.1 0.3 0.1 -0.235
H 1.054566 2.523733 3.316041 0.0 0.1 -0.1 0.207
H 1.207165 3.410650 1.780596 0.0 -0.1 0.0 0.173
C -0.826023 3.285807 2.584527 0.1 0.0 -0.1 -0.207
N -1.663896 3.082032 1.423550 -0.1 0.2 0.1 -0.449
C -3.080973 3.126915 1.715263 0.0 0.0 0.0 -0.217
H -3.374762 4.054338 2.241594 0.0 -0.1 0.0 0.166
C -3.864289 3.023143 0.392899 -0.1 0.0 0.2 -0.224
N -3.056795 2.362543 -0.601124 0.1 0.3 -0.1 -0.430
C -3.128932 1.060029 -0.952957 -0.4 -0.1 0.0 0.702
O -2.342216 0.564890 -1.742065 0.2 -0.2 -0.2 -0.658
C -4.256596 0.250225 -0.349219 0.2 -0.1 -0.1 -0.714
H -4.202351 -0.759388 -0.747489 0.0 0.0 0.0 0.240
H -5.224766 0.673761 -0.605802 -0.1 0.0 0.0 0.225
H -4.152292 0.208125 0.732099 -0.1 0.0 0.1 0.229
C -1.893594 3.143518 -0.979085 0.2 0.0 -0.2 -0.223
C -1.349259 3.879943 0.257115 -0.1 -0.1 0.0 -0.241
H -1.781348 4.894560 0.330701 0.1 0.0 0.0 0.164
H -0.270062 3.986130 0.164489 0.0 0.1 0.0 0.215
H -1.153785 2.445872 -1.376245 -0.1 0.1 0.0 0.245
H -2.160736 3.858105 -1.766166 0.1 0.0 0.0 0.193
H -4.806803 2.503001 0.546643 0.0 0.1 0.0 0.222
H -4.091275 4.025884 0.014020 -0.1 -0.1 0.0 0.197
H -3.313207 2.278551 2.365906 -0.1 0.1 0.0 0.196
H -1.290719 2.740042 3.408994 0.0 0.1 0.0 0.201
H -0.745399 4.347624 2.875646 0.0 -0.1 0.1 0.173
H 1.507633 2.065387 -0.006279 0.0 0.1 0.1 0.190
H -0.349696 -0.585923 -2.950502 0.0 0.0 -0.1 0.252
H 1.273264 -1.166637 -3.379677 0.0 0.1 0.0 0.230
H -0.181409 -2.991536 -2.482804 0.0 0.1 0.1 0.220
H 1.377604 -2.368857 0.785019 0.0 0.0 0.1 0.202
H 3.468342 -3.348856 1.473692 0.1 0.0 0.1 0.217
H 5.005282 -5.103798 1.805545 0.0 0.0 0.0 0.174
H 5.820870 -3.555694 1.443032 0.0 0.0 0.0 0.176
```
Positions in Å, forces in eV/Å.

Its spin multiplicity is 1. The maximum force is 0.45 eV Å⁻¹. Its electronic energy is -35945.141 eV. The calculation puts the highest occupied orbital energy at -8.10 eV. For the energy above the lowest of the compared OMol25 structures with the same formula, charge and spin, the calculation gives 19.66 kcal per mole. Its LUMO energy is 0.728 eV.

---

No. 4
DFT (wB97M-V/def2-TZVPD) results for one molecule with the formula C22H29N3O4S at a distorted geometry.

Structure (XYZ):
```
59
Properties=species:S:1:pos:R:3:forces:R:3:nbo_charge:R:1
C 3.757065 -0.030911 2.301785 0.1 0.2 -0.2 -0.632
H 3.274648 -0.896087 1.852485 -0.1 -0.1 0.0 0.208
H 4.262494 -0.347459 3.210364 0.0 0.0 0.1 0.220
H 2.992338 0.693170 2.572046 -0.1 0.0 0.1 0.206
C 4.778343 0.582729 1.343687 0.2 -0.3 0.5 -0.230
N 4.251232 0.956186 0.053131 0.2 -0.6 -0.9 -0.681
S 4.367667 -0.173897 -1.149668 0.0 0.1 0.1 2.343
O 4.006672 0.458176 -2.381738 -0.3 0.1 0.1 -0.933
O 5.651943 -0.801625 -1.038469 -0.1 -0.2 0.3 -0.945
C 3.122971 -1.419592 -0.774291 0.4 0.5 -0.2 -0.352
C 1.791957 -1.114937 -0.907549 -0.1 0.0 0.0 -0.147
C 0.817239 -2.056699 -0.564327 0.3 -0.1 0.0 -0.110
C 1.226090 -3.322189 -0.110665 0.3 0.6 -0.2 0.181
C 2.589882 -3.621484 0.003633 0.0 0.1 0.0 -0.247
C 3.529444 -2.669794 -0.319149 0.0 -0.2 0.1 -0.153
H 4.587043 -2.864778 -0.239379 0.1 -0.1 0.0 0.251
H 2.892126 -4.600100 0.346927 0.1 -0.1 0.0 0.219
N 0.271972 -4.248116 0.216257 -0.1 -0.3 0.1 -0.517
C -1.041529 -3.963009 0.122833 -0.2 0.2 -0.1 0.138
C -1.523212 -2.762264 -0.297361 0.0 0.0 0.0 -0.316
C -0.607619 -1.700161 -0.678406 0.0 -0.2 0.1 0.511
O -0.945355 -0.578678 -1.052444 0.1 0.1 -0.1 -0.629
C -3.019414 -2.618125 -0.295890 0.2 0.0 -0.1 0.671
O -3.730270 -3.507877 0.145655 -0.2 -0.3 0.2 -0.661
N -3.473353 -1.472855 -0.820192 0.0 0.3 -0.2 -0.619
C -4.859127 -1.081333 -0.796414 -0.4 -0.1 0.2 -0.210
H -5.141816 -0.742632 -1.797517 0.0 0.0 0.1 0.193
H -5.447196 -1.962976 -0.531525 0.0 0.1 -0.1 0.230
C -5.100702 0.049188 0.219189 0.0 -0.2 -0.3 -0.439
C -4.140728 1.191085 -0.008722 -0.1 -0.2 0.2 0.020
C -4.237607 1.976562 -1.073207 0.0 0.1 -0.1 -0.205
C -3.255496 3.053518 -1.415891 0.2 0.0 0.0 -0.430
C -1.954693 2.873072 -0.639954 -0.1 0.2 0.1 -0.400
C -2.279727 2.653892 0.832361 0.2 -0.2 -0.1 -0.392
C -3.029132 1.334741 0.993806 0.1 0.3 0.0 -0.435
H -3.440606 1.257089 2.004508 0.0 -0.1 0.0 0.208
H -2.328827 0.503444 0.865303 0.0 -0.1 0.1 0.217
H -1.365687 2.636247 1.429921 0.0 0.0 0.1 0.202
H -2.902321 3.476459 1.192117 0.0 0.1 0.1 0.193
H -1.422645 1.999068 -1.019538 0.1 0.0 0.0 0.216
H -1.315082 3.748611 -0.768322 0.0 0.0 0.0 0.202
H -3.060631 3.034899 -2.491274 0.0 0.1 0.0 0.212
H -3.695446 4.030854 -1.186529 0.0 0.0 -0.1 0.203
H -5.063972 1.853406 -1.761651 -0.2 -0.1 0.0 0.195
H -6.133222 0.387340 0.113025 0.0 0.0 0.1 0.218
H -4.971456 -0.349654 1.226335 -0.1 0.0 0.0 0.209
H -2.792530 -0.773022 -1.103784 0.1 -0.2 0.1 0.441
H -1.744280 -4.735027 0.405870 0.0 0.0 0.0 0.250
H 0.570839 -5.160497 0.532006 -0.1 0.2 -0.1 0.416
H 1.475206 -0.156181 -1.286038 -0.1 0.1 0.0 0.259
C 3.170894 1.912696 -0.036184 -0.4 0.4 -0.2 -0.232
C 3.582467 3.293220 0.464866 0.0 -0.3 -0.1 -0.615
H 4.495311 3.609720 -0.031513 0.1 0.1 0.0 0.218
H 2.794331 4.007110 0.241230 -0.1 0.1 0.0 0.221
H 3.748784 3.289494 1.539183 0.0 0.1 0.1 0.201
H 2.928117 1.971175 -1.097815 -0.2 0.1 0.1 0.239
H 2.283410 1.565185 0.510962 0.0 0.0 -0.1 0.180
H 5.573826 -0.132941 1.131422 0.1 0.2 0.3 0.235
H 5.229373 1.466562 1.804497 0.0 -0.1 -0.1 0.202
```
Positions in Å, forces in eV/Å.

Its spin multiplicity is 1. The maximum force is 1.14 eV Å⁻¹. Its electronic energy is -46781.252 eV. The calculation puts the highest occupied orbital energy at -8.72 eV. For the energy above the lowest of the compared OMol25 structures with the same formula, charge and spin, the calculation gives 16.30 kcal per mole. Its LUMO energy is -0.260 eV.